{
  "formula": "C44H55Cl4GeO5P2RbSi",
  "method": "wB97M-V/def2-TZVPD",
  "elements": ["Rb", "C", "C", "C", "C", "O", "Ge", "O", "C", "C", "C", "C", "O", "C", "C", "C", "C", "H", "H", "H", "H", "H", "H", "H", "H", "H", "H", "H", "H", "H", "H", "H", "H", "H", "H", "H", "H", "H", "H", "H", "H", "H", "H", "H", "O", "P", "C", "P", "O", "C", "C", "C", "C", "C", "C", "C", "C", "C", "C", "C", "C", "C", "C", "C", "C", "C", "C", "C", "C", "C", "C", "C", "C", "H", "H", "H", "H", "H", "H", "H", "H", "H", "H", "H", "H", "H", "H", "H", "H", "H", "H", "H", "H", "H", "H", "Cl", "Si", "Cl", "Cl", "Cl", "C", "C", "C", "C", "C", "C", "C", "H", "H", "H", "H", "H", "H"],
  "coordinates": [[0.450409, -0.361211, 0.040049], [-4.741788, -1.129424, -1.381496], [-3.372250, -0.478202, -1.645056], [-3.611038, 0.946162, -2.184039], [-2.656086, -1.323629, -2.712592], [-2.597289, -0.377222, -0.495641], [-2.727738, -1.541053, 1.051112], [-1.602837, -0.443617, 2.203748], [-2.029411, 0.600165, 3.004613], [-2.110101, 1.903187, 2.197121], [-0.983015, 0.756574, 4.123418], [-3.399162, 0.322941, 3.645978], [-1.236241, -2.644640, 0.557464], [-0.787546, -3.746575, 1.279232], [-1.902696, -4.416024, 2.099468], [0.327708, -3.329220, 2.252277], [-0.251328, -4.778557, 0.271693], [-5.363061, -1.083938, -2.273616], [-5.245233, -0.614306, -0.566145], [-4.596779, -2.168555, -1.097997], [-4.166462, 0.924619, -3.119889], [-2.649318, 1.428267, -2.351701], [-4.169555, 1.523437, -1.449314], [-3.327853, -1.549779, -3.540730], [-2.318544, -2.250331, -2.254623], [-1.787174, -0.796539, -3.097335], [-1.117217, 2.168957, 1.835595], [-2.503584, 2.719963, 2.801757], [-2.755882, 1.739029, 1.338080], [-0.005509, 0.892733, 3.668131], [-0.955960, -0.151610, 4.722860], [-1.193840, 1.605549, 4.772288], [-4.167440, 0.308484, 2.878046], [-3.643445, 1.083152, 4.385603], [-3.381444, -0.653321, 4.126214], [-2.289486, -3.709416, 2.828239], [-1.526285, -5.296627, 2.619092], [-2.714445, -4.707879, 1.438197], [-0.052212, -2.530482, 2.885450], [1.186041, -2.963619, 1.689801], [0.636547, -4.172360, 2.870223], [-1.020579, -4.973519, -0.471644], [0.017653, -5.711395, 0.766338], [0.619966, -4.379452, -0.239836], [1.791432, 1.825550, -0.596210], [3.251416, 1.911061, -0.584450], [3.915098, 2.191169, 1.116652], [3.270601, 0.961907, 2.329590], [2.236226, 0.063257, 1.824018], [4.739201, 0.068513, 2.935841], [5.884361, 0.709342, 3.388490], [6.977085, -0.041389, 3.785092], [6.924322, -1.425577, 3.736082], [5.773130, -2.066045, 3.308140], [4.679452, -1.318380, 2.910719], [2.726910, 1.901136, 3.808012], [2.374652, 1.086068, 4.880202], [1.916088, 1.636149, 6.061975], [1.805139, 3.012572, 6.182489], [2.144094, 3.827166, 5.117509], [2.603774, 3.276759, 3.932466], [3.906050, 3.386058, -1.432763], [3.019994, 4.320184, -1.947586], [3.500819, 5.455373, -2.578679], [4.865374, 5.657977, -2.691444], [5.753837, 4.722639, -2.182768], [5.275917, 3.587132, -1.556898], [4.191011, 0.551238, -1.326462], [4.402362, 0.574968, -2.699822], [5.188031, -0.397842, -3.290580], [5.757061, -1.395238, -2.514573], [5.529024, -1.429200, -1.148919], [4.756364, -0.450667, -0.553952], [3.533098, 3.182762, 1.373534], [5.003511, 2.222444, 1.132945], [5.918526, 1.789547, 3.429736], [7.875845, 0.451919, 4.127367], [7.786163, -2.006706, 4.033723], [5.729649, -3.144554, 3.274589], [3.773340, -1.791786, 2.557586], [2.453377, 0.012849, 4.764284], [1.635913, 0.995772, 6.885636], [1.448748, 3.449517, 7.104980], [2.047012, 4.900740, 5.204714], [2.854461, 3.935893, 3.113862], [1.959398, 4.137959, -1.852015], [2.808746, 6.178987, -2.984318], [5.243542, 6.544873, -3.181295], [6.819750, 4.879091, -2.278980], [5.961380, 2.841734, -1.174506], [3.946451, 1.353124, -3.297896], [5.351324, -0.385294, -4.357289], [6.357855, -2.163894, -2.979406], [5.958449, -2.216882, -0.545496], [4.572418, -0.467092, 0.510204], [0.549494, -3.996579, -3.505456], [1.401249, -2.255385, -2.637590], [2.908216, -3.215574, -1.442438], [2.730159, -1.773812, -4.345109], [-0.560179, 4.807604, -2.903637], [-0.254037, 3.721774, -4.221923], [-0.156376, 4.247287, -5.486009], [0.119296, 3.416375, -6.564996], [0.327271, 2.054421, -6.343409], [0.228183, 1.523866, -5.086304], [-0.105757, 2.328070, -3.951451], [-0.294173, 1.772954, -2.709200], [-0.295272, 5.310568, -5.635597], [0.180262, 3.829921, -7.560424], [0.565434, 1.413313, -7.177370], [0.401936, 0.472177, -4.917967], [-0.164902, 0.715788, -2.557424], [-0.565538, 2.372456, -1.854997]],
  "atomic_forces_ev_per_a": [[-1.16, -0.58, -0.15], [0.35, 0.16, 0.10], [-0.61, -0.03, -0.77], [0.18, -0.40, 0.25], [-0.12, 0.21, 0.35], [0.75, -0.19, 1.11], [0.22, 0.14, -0.08], [0.07, -0.82, -1.03], [-0.15, 0.55, 0.67], [0.02, -0.30, 0.08], [-0.20, -0.07, -0.33], [0.28, -0.03, -0.19], [-0.52, 0.98, -0.24], [0.23, -0.92, 0.33], [0.14, 0.26, -0.22], [-0.26, 0.02, -0.26], [-0.13, 0.40, 0.21], [-0.07, -0.02, -0.11], [-0.11, 0.03, 0.11], [-0.13, -0.18, 0.05], [-0.07, 0.01, -0.14], [-0.04, 0.07, -0.03], [-0.06, 0.10, 0.08], [0.00, -0.02, -0.12], [0.07, -0.16, -0.02], [0.17, 0.02, -0.08], [0.11, 0.08, -0.07], [-0.01, 0.13, 0.04], [-0.08, 0.05, -0.15], [0.10, 0.02, -0.05], [0.02, -0.12, 0.09], [-0.06, 0.14, 0.08], [-0.21, -0.01, -0.05], [-0.06, 0.12, 0.08], [-0.03, -0.11, 0.08], [-0.15, 0.03, 0.22], [0.04, -0.06, 0.03], [-0.17, -0.07, -0.05], [0.04, 0.14, 0.13], [0.15, 0.05, -0.02], [0.11, -0.07, 0.05], [-0.07, -0.08, -0.09], [0.08, -0.10, 0.05], [0.10, -0.01, -0.10], [-0.97, 0.48, -0.13], [1.88, 0.23, -0.17], [-0.52, -0.45, 0.08], [1.29, 1.63, 1.03], [-0.29, -0.80, 0.01], [-0.40, 0.02, -0.17], [-0.04, -0.01, -0.03], [0.09, 0.14, 0.03], [0.04, -0.11, 0.03], [0.08, -0.08, 0.05], [-0.13, 0.02, -0.05], [0.19, -0.35, -0.41], [0.06, -0.04, 0.03], [0.01, -0.07, 0.04], [-0.02, 0.00, 0.04], [-0.03, 0.19, 0.05], [0.05, -0.02, -0.17], [-0.19, -0.27, 0.09], [-0.12, -0.17, 0.11], [-0.02, 0.13, -0.06], [0.00, 0.09, -0.05], [0.16, 0.00, 0.04], [0.02, -0.06, 0.05], [-0.18, 0.52, 0.25], [0.04, 0.06, -0.04], [0.20, 0.10, 0.06], [0.03, 0.09, 0.05], [0.24, 0.01, 0.08], [-0.03, 0.07, 0.12], [0.04, -0.07, -0.03], [0.02, -0.03, -0.04], [0.05, 0.12, 0.02], [0.05, 0.04, 0.02], [0.04, -0.03, 0.03], [-0.01, -0.08, 0.00], [-0.06, -0.10, -0.05], [-0.05, -0.08, 0.10], [-0.02, -0.06, 0.03], [-0.03, 0.01, 0.04], [-0.01, 0.04, 0.00], [0.01, 0.04, -0.05], [-0.13, 0.03, -0.03], [-0.08, 0.04, -0.03], [0.00, 0.04, -0.04], [0.04, 0.00, -0.01], [0.10, -0.03, -0.02], [0.01, 0.00, -0.11], [-0.05, -0.01, -0.05], [0.01, -0.04, -0.03], [-0.04, -0.05, 0.02], [0.09, -0.17, -0.06], [-0.27, -0.37, -0.14], [-0.04, 0.43, -0.48], [0.25, -0.33, 0.41], [-0.32, -0.07, -0.25], [-0.11, 0.19, 0.14], [0.03, -0.26, 0.16], [0.01, 0.17, -0.18], [0.01, -0.04, 0.09], [0.01, 0.09, -0.23], [-0.09, 0.07, 0.41], [0.11, 0.39, -0.91], [0.03, -0.06, 0.65], [0.00, -0.02, 0.05], [0.02, 0.02, -0.07], [0.04, -0.13, -0.08], [0.02, -0.18, 0.01], [0.04, -0.20, -0.11], [0.03, 0.00, 0.02]],
  "s2": 0.79,
  "orbital_gap_ha": [0.221, 0.216],
  "lumo_energy_ev": [1.741, 1.617],
  "de_lowest_kj_mol": 106.9,
  "multiplicity": 2,
  "largest_force_ha_per_bohr": 0.0452,
  "total_charge": -1,
  "energy_ev": -190485.045,
  "homo_ev": [-4.26, -4.27]
}